--- a ---
# C5H8N2O3

A molecular structure, C5H8N2O3 (wB97M-V/def2-TZVPD, the OMol25 dataset).

```
18
Properties=species:S:1:pos:R:3:nbo_charge:R:1
O 2.294 1.139 -1.870 -0.52
C 1.903 0.041 -1.520 0.54
N 0.644 -0.269 -1.091 -0.70
C 0.067 -1.544 -1.519 -0.24
C -1.443 -1.455 -1.480 -0.06
N -2.028 -1.084 -0.205 -0.60
C -2.009 -0.094 -1.279 -0.22
C -0.969 0.978 -1.083 0.82
O -0.903 1.992 -1.735 -0.53
H 2.597 -0.818 -1.419 0.09
H 0.364 -1.789 -2.547 0.21
H 0.427 -2.348 -0.862 0.21
H -1.987 -2.141 -2.130 0.22
H -2.954 -1.477 -0.063 0.37
H -2.933 0.199 -1.778 0.25
O -0.515 1.220 0.636 -0.85
H -1.154 0.663 1.109 0.48
H 0.481 0.196 0.246 0.53
```

Output
E_LUMO = 0.0183 Eh
Gap between HOMO and LUMO = 9.982 eV
E_HOMO = -9.485 eV

---

--- b ---
# C5H8N2O3

2 unconnected molecules or ions with the total composition C5H8N2O3 (wB97M-V/def2-TZVPD, the OMol25 dataset).

```
18
Properties=species:S:1:pos:R:3:nbo_charge:R:1
C 0.759 -1.025 -1.343 -0.29
C 1.550 -1.495 -0.156 0.30
C 3.371 1.547 0.135 1.03
C -2.887 0.425 -0.185 -0.43
C -0.813 0.187 1.032 -0.46
N -1.412 0.039 -0.289 -0.11
N -0.770 -0.289 -1.308 -0.08
O 3.321 1.472 1.297 -0.54
O 2.743 -1.687 -0.256 -0.57
O 3.371 1.633 -0.999 -0.49
H 1.158 -0.914 -2.317 0.21
H 0.923 -1.817 0.681 0.10
H -3.067 0.257 0.877 0.22
H -3.035 1.482 -0.592 0.24
H -3.383 -0.444 -0.699 0.24
H -1.141 1.076 1.495 0.21
H -0.950 -0.688 1.655 0.22
H 0.260 0.241 0.970 0.23
```

Output
E_LUMO (alpha / beta) = -0.0026 / -0.0027 Eh
Gap between HOMO and LUMO (alpha / beta) = 7.790 / 7.786 eV
Structure (SMILES) = CN(C)/N=C\C=O.O=C=O
E_HOMO (alpha / beta) = -7.862 / -7.860 eV

---

--- c ---
# C5H8N2O3

2 unconnected molecules or ions with the total composition C5H8N2O3 (wB97M-V/def2-TZVPD, the OMol25 dataset).

```
18
Properties=species:S:1:pos:R:3:nbo_charge:R:1
C -0.208 0.633 -2.891 -0.44
N -0.516 -0.012 -1.636 -0.47
C 0.213 0.110 -0.616 0.50
O -0.216 -0.198 0.618 -0.48
C -1.342 -1.042 0.718 -0.19
C -1.508 -1.438 2.163 0.42
O -2.465 -2.059 2.552 -0.50
C 1.560 0.792 -0.582 0.52
N 1.717 2.084 -0.448 -0.76
H -0.554 -0.009 -3.712 0.21
H -0.768 1.577 -2.962 0.21
H 0.861 0.849 -3.047 0.18
H -2.251 -0.527 0.370 0.22
H -1.220 -1.947 0.102 0.22
H -0.685 -1.140 2.850 0.12
O 2.519 0.252 0.105 -0.65
H 0.951 2.628 -0.833 0.37
H 2.876 1.489 0.349 0.50
```

Output
E_LUMO = 0.0112 Eh
Gap between HOMO and LUMO = 10.589 eV
E_HOMO = -10.283 eV

---

Which structure loses on stability? b does.

---

--- a ---
# C4H4O2S2

A single C4H4O2S2 molecule (wB97M-V/def2-TZVPD, the OMol25 dataset).

```
12
Properties=species:S:1:pos:R:3:nbo_charge:R:1
C -1.467 -0.096 1.068 0.19
C -0.286 0.544 0.382 -0.03
C 0.574 -0.270 -0.473 -0.02
C 1.321 0.349 -1.555 -0.30
H -0.187 -1.086 1.887 0.49
H -0.515 1.585 0.188 0.23
H 0.339 -1.334 -0.611 0.22
H 1.857 1.266 -1.340 0.21
O -1.154 -1.139 1.853 -0.63
O 0.980 0.114 0.861 -0.47
S -2.994 0.369 0.751 -0.03
S 1.532 -0.301 -3.011 0.12
```

Output
E_LUMO = -0.0422 Eh
Gap between HOMO and LUMO = 8.099 eV
Structure (SMILES) = OC(=S)[C@H]1O[C@@H]1C=S
E_HOMO = -9.246 eV

---

--- b ---
# C4H4O2S2

A single C4H4O2S2 molecule (wB97M-V/def2-TZVPD, the OMol25 dataset).

```
12
Properties=species:S:1:pos:R:3:nbo_charge:R:1
C -1.998 0.130 0.412 0.45
C -1.307 -0.684 -0.678 -0.67
C 1.163 0.376 0.035 -0.44
C 2.632 0.172 0.360 0.37
H -2.774 0.748 -0.051 0.11
H -1.806 -1.591 -0.895 0.26
H -1.270 -0.092 -1.556 0.24
H 3.283 1.073 0.257 0.15
O -1.836 0.091 1.599 -0.50
O 3.010 -0.898 0.774 -0.47
S 0.329 -1.173 -0.154 0.40
S 0.574 1.849 -0.104 0.10
```

Output
E_LUMO = -0.0477 Eh
Gap between HOMO and LUMO = 8.100 eV
Structure (SMILES) = O=CCSC(=S)C=O
E_HOMO = -9.397 eV

---

--- c ---
# C4H4O2S2

2 unconnected molecules or ions with the total composition C4H4O2S2 (wB97M-V/def2-TZVPD, the OMol25 dataset).

```
12
Properties=species:S:1:pos:R:3:nbo_charge:R:1
C 0.472 -0.373 0.442 -0.04
C -0.808 0.383 0.407 -0.44
C 1.238 0.998 0.171 0.36
C -1.391 -0.099 -0.899 -0.28
H 1.585 -2.029 0.377 0.49
H 0.727 -0.654 1.534 0.19
H -1.456 0.245 1.358 0.25
H -0.494 -0.610 -1.504 0.26
O 0.774 -1.182 -0.579 -0.64
O 2.437 1.116 -0.172 -0.54
S -0.129 2.088 0.231 0.30
S -2.956 0.118 -1.367 0.08
```

Output
E_LUMO = -0.0675 Eh
Gap between HOMO and LUMO = 6.982 eV
E_HOMO = -8.819 eV

---

Which structure loses on stability? c does.

---

--- a ---
# C8H8N4O4

2 unconnected molecules or ions with the total composition C8H8N4O4 (wB97M-V/def2-TZVPD, the OMol25 dataset).

```
24
Properties=species:S:1:pos:R:3:nbo_charge:R:1
C 2.023 -0.939 0.098 0.64
C 3.415 -1.396 -0.213 -0.38
C 4.489 -0.445 -0.097 0.07
C 2.939 1.490 0.061 0.81
C -4.557 0.544 -0.051 0.66
C -4.324 -0.860 -0.042 -0.42
C -3.016 -1.364 0.027 0.10
C -1.970 0.746 0.044 0.77
H 1.021 0.963 0.334 0.47
H 4.001 -2.444 -0.194 0.25
H 5.505 -0.694 -0.233 0.22
H 4.909 1.419 0.102 0.40
H -3.309 2.274 -0.068 0.43
H -5.293 -1.456 -0.064 0.25
H -2.934 -2.416 0.364 0.23
H -0.962 -0.929 0.014 0.47
N 1.959 0.410 0.329 -0.68
N 4.147 0.905 -0.068 -0.60
N -3.224 1.246 0.116 -0.66
N -1.910 -0.608 -0.083 -0.59
O 0.997 -1.640 -0.005 -0.65
O 2.665 2.645 -0.044 -0.55
O -5.613 1.076 -0.072 -0.55
O -0.959 1.474 -0.254 -0.68
```

Output
E_LUMO = 0.0018 Eh
Gap between HOMO and LUMO = 9.341 eV
Structure (SMILES) = O=c1cc[nH]c(=O)[nH]1.O=c1cc[nH]c(=O)[nH]1
E_HOMO = -9.293 eV

---

--- b ---
# C8H8N4O4

2 unconnected molecules or ions with the total composition C8H8N4O4 (wB97M-V/def2-TZVPD, the OMol25 dataset).

```
24
Properties=species:S:1:pos:R:3:nbo_charge:R:1
C -1.926 1.087 -0.170 0.67
C -3.302 1.600 -0.371 -0.37
C -4.399 0.881 0.119 0.09
C -2.868 -1.192 0.068 0.79
C 4.034 -0.192 -0.051 0.65
C 3.858 1.273 0.254 -0.39
C 2.542 1.692 0.249 0.09
C 1.653 -0.783 -0.011 0.81
H -0.955 -1.034 -0.193 0.49
H -3.223 2.602 -0.357 0.23
H -5.413 1.318 0.217 0.24
H -4.823 -1.203 0.750 0.42
H 3.207 -2.087 -0.656 0.45
H 4.704 1.884 0.541 0.25
H 2.139 2.655 0.386 0.22
H 0.584 1.116 -0.022 0.44
N -1.807 -0.315 -0.036 -0.69
N -4.108 -0.531 0.068 -0.63
N 2.925 -1.011 -0.267 -0.64
N 1.452 0.684 0.043 -0.65
O -0.910 1.848 -0.089 -0.65
O -2.784 -2.342 0.033 -0.57
O 5.084 -0.738 -0.142 -0.57
O 0.732 -1.671 0.219 -0.66
```

Output
E_LUMO = -0.0052 Eh
Gap between HOMO and LUMO = 9.093 eV
Structure (SMILES) = O=c1cc[nH]c(=O)[nH]1.O=c1cc[nH]c(=O)[nH]1
E_HOMO = -9.234 eV

---

Which structure loses on stability? b does.

---

--- a ---
# C3H6N2S3

A single C3H6N2S3 molecule (wB97M-V/def2-TZVPD, the OMol25 dataset).

```
14
Properties=species:S:1:pos:R:3:nbo_charge:R:1
C 2.899 0.059 -0.122 -0.01
C -0.992 -0.741 0.712 0.13
C -2.435 -0.085 0.640 -0.55
H 1.326 1.166 -0.195 0.44
H 2.903 2.173 -0.687 0.42
H -1.026 -1.877 1.250 0.21
H -3.105 -0.246 1.540 0.26
H -2.062 0.850 0.435 0.23
H -2.477 -0.119 -1.955 0.12
N 2.395 1.304 -0.014 -0.82
N -0.038 -0.108 -0.020 -0.62
S 4.349 -0.784 -0.672 -0.16
S 1.513 -1.111 0.120 0.39
S -3.251 -0.477 -1.031 -0.05
```

Output
E_LUMO = -0.0139 Eh
Gap between HOMO and LUMO = 8.122 eV
Structure (SMILES) = NC(=S)S/N=C/CS
E_HOMO = -8.501 eV

---

--- b ---
# C3H6N2S3

A single C3H6N2S3 molecule (wB97M-V/def2-TZVPD, the OMol25 dataset).

```
14
Properties=species:S:1:pos:R:3:nbo_charge:R:1
C 0.107 -0.446 1.419 -0.33
C 0.844 -0.146 0.341 -0.13
C -1.511 -0.557 -1.114 -0.07
N 0.931 1.240 -0.172 -0.82
N -1.424 0.818 -1.170 -0.76
S -0.706 0.688 2.477 0.08
S 0.011 1.487 -1.709 0.56
S -2.727 -1.358 -0.399 -0.08
H 0.032 -1.457 1.884 0.25
H 1.404 -0.995 -0.255 0.20
H -0.633 -0.955 -1.491 0.19
H 2.008 1.482 -0.256 0.40
H -2.169 1.414 -0.926 0.42
H -0.453 1.716 1.841 0.12
```

Output
E_LUMO = 0.0044 Eh
Gap between HOMO and LUMO = 8.791 eV
Structure (SMILES) = S=CNSN/C=C\S
E_HOMO = -8.669 eV

---

Which structure loses on stability? a does.

---

--- a ---
# C4H11O3

2 unconnected molecules or ions with the total composition C4H11O3 (wB97M-V/def2-TZVPD, the OMol25 dataset).

```
18
Properties=species:S:1:pos:R:3:nbo_charge:R:1
C 0.965 0.340 -0.025 -0.43
C -0.210 -0.319 0.685 -0.42
C -0.533 -1.660 0.083 -0.03
O -0.954 -1.600 -1.224 -0.90
C 1.402 1.601 0.666 -0.05
O 2.011 2.576 -0.196 -0.74
H 1.794 -0.375 -0.202 0.18
H 0.767 0.606 -1.065 0.22
H -1.022 0.404 0.645 0.21
H 0.075 -0.413 1.744 0.16
H 0.388 -2.279 0.180 0.10
H -1.270 -2.199 0.707 0.11
H 2.029 1.423 1.545 0.14
H 0.504 2.105 0.998 0.17
H 2.711 2.149 -0.713 0.45
H -2.022 -0.788 -1.306 0.49
H -3.549 -1.197 -1.166 0.43
O -3.086 -0.374 -1.357 -1.10
```

Output
Total charge = -1
E_LUMO = 0.1274 Eh
Gap between HOMO and LUMO = 6.940 eV
E_HOMO = -3.473 eV

---

--- b ---
# C4H11O3

A molecular structure, C4H11O3 (wB97M-V/def2-TZVPD, the OMol25 dataset).

```
18
Properties=species:S:1:pos:R:3:mulliken_charge:R:1
C -0.769 -2.729 -1.801 -0.51
O 0.433 -3.072 -2.211 -0.83
C -0.829 -1.287 -1.371 -0.13
C 0.096 -0.817 -0.301 0.05
C -0.199 0.581 0.158 -0.89
O 2.088 2.107 2.487 -0.94
H -1.486 -2.982 -2.587 0.30
H -1.039 -3.413 -0.996 0.18
H -1.665 -0.721 -1.741 0.44
H 0.376 -0.949 -1.514 0.08
H 0.664 -1.509 0.327 0.52
H -0.043 1.426 -0.622 0.33
H -1.263 0.926 0.415 0.30
H 0.507 0.956 0.940 0.14
H 2.682 2.790 2.805 0.20
H -0.595 2.951 2.370 0.22
H 1.064 2.666 1.999 0.41
O -0.021 3.079 1.644 -0.88
```

Output
Total charge = -1
E_LUMO = 0.0680 Eh
Gap between HOMO and LUMO = 6.161 eV
E_HOMO = -4.312 eV

---

--- c ---
# C4H11O3

2 unconnected molecules or ions with the total composition C4H11O3 (wB97M-V/def2-TZVPD, the OMol25 dataset).

```
18
Properties=species:S:1:pos:R:3:nbo_charge:R:1
C -0.823 -0.376 -0.452 -0.07
O 0.237 -0.917 0.328 -0.84
C -0.295 0.672 -1.464 -0.47
C -0.046 2.052 -0.807 -0.44
C 1.384 2.184 -0.068 -0.03
O 2.063 1.003 0.099 -0.93
H -1.428 0.149 0.263 0.14
H -1.185 -1.254 -0.993 0.15
H -0.883 0.803 -2.442 0.18
H 0.800 0.379 -1.711 0.24
H -0.796 2.196 -0.013 0.17
H -0.204 2.953 -1.515 0.17
H 1.990 3.013 -0.446 0.11
H 1.044 2.402 0.978 0.10
H 1.080 -0.167 0.314 0.51
H -0.901 -5.570 2.086 0.47
H -0.760 -4.354 2.966 0.48
O -1.276 -5.168 2.878 -0.95
```

Output
Total charge = -1
E_LUMO = 0.1247 Eh
Gap between HOMO and LUMO = 6.494 eV
E_HOMO = -3.101 eV

---

Which structure loses on stability? b does.